Entry 1:
Density functional theory data (ωB97M-V/def2-TZVPD) for C32H43IN4OSZr as an isolated structure.

Its charge is +2. For the HOMO-LUMO gap, the calculation gives 6.6 eV. The energy is -62096.10126 eV. For the molar mass, the calculation gives 749.9 g mol⁻¹. The calculation puts the lowest unoccupied orbital energy at -7.10 eV.

Each line ends with the Löwdin charge.
Atoms and positions in Å:
H -0.21221 -5.63797 -4.86564  0.0861
H -2.28131 4.59605 2.25599  0.0905
C -3.74157 -2.21469 0.99284  0.0313
H -1.43074 -2.48150 3.78740  0.0967
H 1.71950 -5.95339 -3.28763  0.1051
C 6.03311 -4.58633 -2.89332  -0.0365
C 0.74190 -5.62486 -2.93409  -0.2066
H -5.47380 3.54699 0.56542  0.0919
C -4.66600 3.80823 -0.11372  -0.0458
H 0.79136 4.63608 -2.76003  0.1190
H 0.30041 -2.62967 0.47308  0.0035
H 0.22330 -1.81524 2.10534  0.0451
C -3.31405 3.63349 0.59321  -0.3808
C -0.01928 4.39656 -2.09499  -0.0110
C 3.79253 -3.57848 -4.19102  -0.0474
H -0.04614 -4.32512 -1.39973  0.0605
H -2.51624 5.94682 -0.44726  0.1225
C 0.92010 -4.72268 -1.70895  -0.1901
H -3.63796 1.50767 -0.88863  0.1428
H 6.90229 -4.98243 -2.39409  0.1194
N 2.37989 -1.46464 -2.62408  0.1090
C -0.85002 5.41482 -1.65546  -0.0221
C -1.71219 -3.36373 3.21751  -0.0118
C -0.02139 -4.93468 -4.05921  -0.0893
H -5.16489 -0.80162 0.08582  0.1325
C 0.07001 1.41204 -3.53414  -0.0507
Zr -0.21643 -0.09892 -0.18159  1.2044
H 0.70659 -3.50376 1.96108  0.1119
C 5.51766 -3.35992 -2.50572  0.0097
C 0.64721 1.96331 -2.21635  -0.4025
N -1.89324 -0.98363 0.61656  -0.1142
C 2.10990 2.39460 -2.35732  -0.0513
C 4.33208 -4.78736 -4.58372  -0.0526
H 1.36998 -5.28784 -0.89039  0.1373
H 5.85140 -6.25166 -4.22733  0.1201
H 0.63282 1.11456 -1.46018  -0.0407
H -4.79878 4.84306 -0.41531  0.0914
H -1.75130 -4.35900 -0.08766  0.0769
H -4.75897 3.19672 -1.00901  0.0711
H -0.90801 -5.22809 1.20782  0.0962
H 2.22951 3.05955 -3.20756  0.0967
C 4.37148 -2.86058 -3.13403  -0.1867
H -3.47292 5.62250 1.46622  0.0800
C -1.69048 -4.50741 0.98916  -0.0212
H -2.63745 -4.92793 1.31591  0.0952
C -4.15884 -1.06911 0.34393  0.0615
H -4.00314 4.32408 2.51068  0.0896
H 2.44201 2.91675 -1.46110  0.0968
N -1.56820 1.45304 -0.51373  -0.1218
H 0.19286 -6.51096 -2.61580  0.1216
C -2.79887 0.95824 -0.46973  -0.0371
C 5.44078 -5.30123 -3.92432  -0.0353
C -1.34283 2.80475 -0.85996  -0.1512
H 2.94607 -3.16723 -4.72391  0.1228
H 3.89003 -5.33017 -5.40599  0.1199
H 0.75958 0.71669 -4.01676  0.0767
C -3.25492 4.60586 1.77522  -0.0497
H -0.09965 2.23246 -4.23277  0.1053
C -1.42385 -3.17968 1.71863  -0.5252
H -2.76766 -3.55786 3.38390  0.0926
C 1.46264 -2.37120 -2.23808  -0.6959
H 5.98082 -2.79381 -1.71448  0.1293
H 2.06319 -0.49497 -2.67354  0.0857
H 2.77088 -3.86526 -2.19694  0.1385
H -0.89047 0.90278 -3.36859  0.0698
C 0.04445 -2.74623 1.54167  -0.1018
C -3.00366 -0.30062 0.10155  -0.2856
I 2.43251 -0.00018 0.74800  0.3548
C -1.89371 5.13860 -0.79662  -0.0045
H -1.14954 -4.21139 3.59793  0.1003
H -3.25937 2.61764 1.01108  0.1182
C -2.34433 -2.14258 1.13694  -0.2066
H 2.77900 1.54705 -2.51122  0.0585
H -4.36949 -3.01399 1.32613  0.1276
C -0.24001 3.08841 -1.69526  -0.1400
O 4.42502 -0.53564 -2.55515  0.1528
C 3.83171 -1.55243 -2.74451  -0.3664
H -0.67298 6.42717 -1.97791  0.1213
H 0.53557 -4.09332 -4.47000  0.0591
C -2.16853 3.84198 -0.37305  -0.1195
S -0.18202 -1.82692 -2.09784  0.7101
H -0.98216 -4.57240 -3.70233  0.0709
N 1.80168 -3.61459 -1.99246  0.0713



Entry 2:
Density functional theory data (ωB97M-V/def2-TZVPD) for C32H43MoN6O3 as an isolated structure.

Its charge is +3. For the HOMO-LUMO gap (alpha / beta), the calculation gives 6.5 / 6.4 eV. The energy is -50796.89040 eV. For the molar mass, the calculation gives 655.7 g mol⁻¹. The calculation puts the lowest unoccupied orbital energy (alpha / beta) at -9.09 / -8.99 eV. Its energy above the lowest of the compared OMol25 structures with the same formula, charge and spin is 0.0460 eV.

Each line ends with the Löwdin charge.
Atoms and positions in Å:
H -6.35909 -0.05583 0.23347  0.1368
N -1.07976 -1.89999 -0.54842  0.1347
H -0.24398 4.16182 -0.19856  0.0943
H -4.92824 0.53271 -4.63323  0.1181
H -0.02252 3.60351 4.94038  0.1004
H 5.03626 -0.57516 0.84508  0.0799
C 3.23095 -5.31696 1.78330  -0.0111
H 0.16122 -2.12827 2.62518  0.0569
H 6.08906 -0.53398 2.27069  0.1136
C -2.36224 0.93603 -2.46646  -0.0308
H -0.18332 -4.00247 0.16436  0.1540
C 0.44697 -1.51672 3.47308  0.0102
C -4.07072 -1.03304 -3.44329  -0.0490
C 2.50251 0.79165 -2.44375  -0.2055
H -1.68877 1.69166 -2.08425  0.1018
H -7.39749 1.93187 -0.68342  0.1765
H 0.32256 2.44256 1.33860  0.1155
H -0.19860 -1.76868 4.31204  0.1044
H -0.05943 0.81600 5.16654  0.1377
H 1.01626 -1.12944 -3.65999  0.0865
C 1.55252 1.63443 -3.00794  0.0115
H 4.19467 -1.38005 -1.63656  0.0667
H 3.40973 -6.36030 2.00119  0.1311
H 3.21724 -0.07344 -4.23035  0.1553
C 4.03221 -3.01704 1.76299  -0.1968
H -4.72304 -1.79897 -3.84043  0.1191
H 1.74288 -1.83083 -2.20135  0.0604
H 1.24632 1.47075 -4.03499  0.1414
C 2.32602 2.13402 -0.38405  -0.1154
C -3.09977 -1.36950 -2.51559  -0.0127
C 1.95244 -1.48734 -3.22867  -0.0390
C -2.23965 -0.38275 -2.02936  -0.1779
H 2.77600 2.41515 0.56249  0.1262
H -6.39569 0.71070 1.83028  0.1370
C 2.90162 1.07945 -1.12611  -0.1535
C -6.25997 0.88930 0.76486  -0.1288
H -3.80253 0.61371 1.91136  0.0813
C 0.51439 -3.20401 0.40083  -0.0280
N 0.13648 -2.00411 0.12156  -0.1084
H 1.09176 5.09620 -0.83740  0.1083
C -3.33548 1.26422 -3.39682  -0.0634
C 0.09073 0.94434 4.10808  0.0531
N -3.77162 0.79359 0.91452  0.0248
C -4.18593 0.28022 -3.88725  -0.0529
H -2.98486 -2.39183 -2.18169  0.1199
C 4.21136 -4.38923 2.03219  0.0660
C 1.38097 2.97960 -0.99185  -0.2739
N 0.48234 0.47967 1.95080  -0.0836
C 1.79399 -3.57104 0.96666  -0.1549
H -3.41943 2.28121 -3.75701  0.1150
H -8.31952 1.31416 0.53627  0.1810
C 1.01505 2.70670 -2.30304  -0.0146
C -0.14132 3.53628 3.86201  0.0168
H 1.23084 -5.63266 1.04171  0.1315
H 5.12626 -0.21454 -2.60199  0.1004
C -1.18809 -0.74020 -1.07810  -0.3669
H -4.88923 2.54614 0.95273  0.1237
C 2.81312 -2.62812 1.22135  -0.1846
H -1.15625 3.85005 3.61382  0.0980
C 0.32914 -0.06415 3.17908  -0.2761
H 0.55603 4.23168 3.39582  0.0898
C 2.01070 -4.91082 1.24599  0.0093
N 0.36781 1.82918 2.13705  0.0703
O 2.54071 -1.30701 0.92509  -0.2712
H -4.82036 1.73182 -0.60737  0.1117
C 3.03580 -0.40284 -3.20390  -0.3639
H 1.46906 -1.76945 3.76167  0.1037
H 5.16862 -4.68093 2.44432  0.1468
O 5.09105 -2.25885 2.06481  -0.0228
C 4.33631 -0.96539 -2.64164  -0.0515
H 4.68745 -1.78212 -3.27020  0.0989
C 0.09975 2.13926 3.41199  -0.2505
H -7.41063 2.66497 0.79455  0.1772
C -4.91748 1.56554 0.46955  -0.2695
H 4.33524 -0.36262 2.48667  0.0954
Mo 1.32140 -0.21613 0.16867  1.7791
H 2.28291 -2.35790 -3.79435  0.0992
C 5.11789 -0.84517 1.89992  -0.0269
C 0.84622 4.19147 -0.28034  -0.0297
H 3.76868 0.57100 -0.71247  0.0982
H -3.71558 -0.09955 0.43786  0.0670
H 1.28108 4.30569 0.71376  0.0783
O -0.21907 0.17366 -0.82288  -0.2355
N -7.42131 1.75651 0.32399  0.2002
H 0.32039 3.37097 -2.80414  0.1343